Below is a structure of composition C26H69FeO9 in a non-equilibrium geometry, with properties calculated with ωB97M-V with the def2-TZVPD basis set.

```
105
Properties=species:S:1:pos:R:3:mulliken_charge:R:1
H 3.5035 -1.7503 -2.4778 0.38
O 3.5734 0.8806 5.1776 -0.55
C 0.3128 -0.3896 0.1524 0.43
H 0.4875 3.9285 -0.3397 -0.35
Fe -1.8357 2.8068 1.4194 0.75
H 0.9949 0.0076 2.0964 0.18
C 0.9467 -1.4724 -4.7719 -1.14
H -1.5738 2.8349 5.5444 0.37
H 1.1081 -2.4681 -2.8302 -0.22
C -1.4981 1.8712 5.0340 -0.83
C 3.0397 4.2213 0.4735 -1.36
H -3.6600 1.4776 -1.8331 0.33
H -2.1691 -5.4709 -1.9094 0.24
H 0.4521 -4.8928 -2.0959 0.12
O -4.0003 -2.8524 -2.9995 -0.51
H 2.3137 -7.4594 -0.5878 0.35
H 2.1876 -3.4539 -0.8886 -0.11
H 3.8203 4.9614 0.6669 0.45
C -2.1894 0.0103 -3.2872 -0.15
C 3.7204 2.8734 0.7978 0.63
H 0.2475 5.6917 -2.1470 0.41
C 3.4394 2.4660 2.2757 -1.31
C 2.7956 -1.2051 -3.1049 -1.53
H -4.8329 1.0794 4.3042 0.38
H 4.7944 2.9774 0.6835 0.44
O 2.4978 -6.6735 -0.0610 -0.58
C -3.3391 0.9544 -3.6771 0.20
H 2.2216 4.4198 1.1636 0.26
H -2.9688 3.5742 3.7209 0.32
C -3.1233 1.5191 -5.0494 -1.52
H -0.6147 -0.4726 2.0876 0.48
C 2.0754 -5.5797 -0.8562 0.44
C -0.6082 5.1319 -1.7775 -1.59
H -3.7784 2.3728 -5.2485 0.41
H -0.5476 -0.3318 -0.5200 -0.23
H -0.6232 1.7675 4.3946 -0.04
C 1.4046 -0.0965 5.5008 -1.24
H -2.3129 -0.4875 -2.3176 -0.19
H 0.5014 -6.6637 -1.9892 0.44
H 0.7649 1.9715 -1.7376 -0.03
H -1.8792 -3.7203 -0.6082 0.15
O 3.2572 1.8153 -0.0381 -0.44
C 2.0425 2.0686 6.6270 -1.60
C -4.0470 1.5827 4.8650 -1.51
H 3.2296 1.4099 2.4472 0.40
H -1.0942 5.7761 -1.0392 0.39
C 0.3266 2.8614 -2.1936 -0.92
C -2.8323 -3.4815 -2.4882 1.04
H 1.5951 -4.0613 0.6950 0.30
H 3.1080 -2.9179 -4.7955 0.37
O -1.4743 3.2421 -0.5589 -0.02
H 0.6058 -1.4316 0.2590 0.29
H 4.1198 1.5760 5.5577 0.35
H -2.0378 2.8864 -1.2861 0.25
H 2.8037 4.2853 -0.5869 0.27
H -3.3861 0.7717 -5.7947 0.39
O 2.4230 -3.2893 -4.2255 -0.56
H 1.0104 2.1243 6.9874 0.33
H -3.6058 -3.5999 -0.4662 0.39
O -2.7539 2.7707 3.2181 -0.40
H 1.6077 -0.9283 -5.4404 0.48
O -0.3548 1.4863 1.6550 0.15
H 2.6950 -5.5529 -1.7586 0.17
H 0.3981 -2.2502 -5.3054 0.38
H 3.2847 -4.1824 0.1995 0.40
H -3.7354 -5.4780 -2.5715 0.44
O -3.4476 1.9504 -2.6429 -0.63
H 1.8635 1.7857 4.5161 -0.69
H 4.3409 2.7204 2.8334 0.35
H 0.1850 -0.8702 -4.2715 -0.11
H -1.9589 -2.9723 -2.8980 -0.31
H 3.3405 -0.7182 -3.9170 0.50
C -2.7466 -3.1510 -0.9683 -0.84
H -2.5465 0.7102 3.5674 0.05
H -0.4009 2.6051 -2.9611 0.34
C 0.0632 0.2084 1.5257 -0.09
H 2.4113 1.4529 0.2138 -0.02
H 2.3819 -0.3927 -2.4977 0.20
H -1.3058 4.9515 -2.5971 0.39
H -1.2250 0.5107 -3.2209 -0.15
H -4.2858 0.4099 -3.7198 0.32
H 1.9314 -0.7947 6.1488 0.44
C 0.6574 -5.7384 -1.4331 -1.08
C 2.2517 -4.2611 -0.1531 -0.77
H 1.0897 0.2005 -0.3445 -0.62
H 1.2291 -0.5917 4.5416 0.13
H -4.3675 2.5038 5.3601 0.41
H 2.5991 1.6835 7.4812 0.45
C -2.7607 -4.9908 -2.6853 -1.38
H -3.9979 0.9719 5.7783 0.39
C -2.7300 1.6089 4.1532 0.70
H -1.3918 1.1831 5.8715 0.43
H -2.5602 -2.1152 -0.6919 0.06
H -0.1553 -5.7038 -0.6984 0.29
H 2.3107 3.0990 6.3863 0.42
C 2.2083 1.1886 5.3745 1.72
H -2.1160 1.9042 -5.2243 0.31
H -4.7496 -3.3269 -2.6194 0.39
H 0.4384 0.1585 5.9241 0.23
C -0.2534 3.7957 -1.1277 1.17
H 1.1492 3.3903 -2.6745 0.54
H -2.1399 -0.8163 -3.9971 0.54
H 2.5589 2.9674 2.6910 0.24
C 1.7450 -2.1528 -3.6590 1.27
H -2.4502 -5.2070 -3.7049 0.35
```

As for the LUMO energy (spin up / spin down): -7.29 / -10.61 eV. As for the energy above the lowest of the compared OMol25 structures with the same formula, charge and spin: 55.03 kcal per mole. The calculation puts the HOMO energy (spin up / spin down) at -13.22 / -13.22 eV. The value obtained for the gap between HOMO and LUMO (spin up / spin down) is 5.926 / 2.613 eV. The expectation value of S² is 8.7624. Its multiplicity is 6. As for the total charge: +2.